No. 1
One molecule with the formula C23H25N3O4. Source: OMol25; level of theory: ωB97M-V with the def2-TZVPD basis set.

XYZ file:
```
55
Properties=species:S:1:pos:R:3:mulliken_charge:R:1
O 3.7713 -1.7093 0.5443 -0.763
O 0.6486 -2.0193 -0.3407 -0.349
O -0.2206 1.7097 1.8781 -0.681
O 1.3013 1.8719 -5.7003 -0.463
N -1.1507 -0.0237 3.0466 0.041
N 3.4344 -1.1699 -1.6153 0.020
N 0.8957 -0.2555 1.9976 0.287
C 0.9191 -1.6993 2.0624 -1.679
C 1.5319 1.4713 -3.3084 0.020
C 0.1740 -2.4503 0.9281 0.464
C 2.3769 0.1588 0.0610 0.827
C -2.9352 1.6397 2.8239 -0.394
C -1.3575 -2.2987 0.8899 -0.850
C -3.1246 -0.1838 4.3776 -0.445
C -1.5691 -1.2534 -0.2013 -0.372
C 2.0829 0.6822 -2.2899 0.372
C -0.1732 0.5574 2.2658 0.515
C 0.4912 2.9957 -5.4540 -0.806
C 3.1374 -0.7107 -3.9660 -0.795
C 2.5909 0.0711 -4.9527 -0.775
C -2.3907 0.5004 3.4090 0.640
C 2.1083 0.3957 1.5196 -2.088
C 3.2337 -0.9763 -0.2712 0.288
C -4.9108 1.4030 4.1779 -0.475
C 1.8427 0.9366 -0.9046 -0.150
C 2.8944 -0.4168 -2.6214 -0.357
C -4.3733 0.2666 4.7584 -0.617
C 1.7819 1.1744 -4.6337 0.545
C -0.4318 -1.6033 -1.1546 -0.361
C -4.1858 2.0818 3.2134 -0.702
H 0.2342 3.3940 -6.4342 0.236
H -2.5461 -1.3215 -0.6737 0.532
H -0.7246 -2.4286 -1.8211 0.313
H 1.0276 3.7597 -4.8822 0.320
H 1.9841 1.4644 1.7053 0.629
H 2.9524 0.0086 2.1001 0.382
H -0.4261 2.7212 -4.9232 0.326
H 1.2038 1.7651 -0.6302 0.475
H 1.9689 -1.9911 1.9820 0.533
H 0.9129 2.3066 -3.0216 0.503
H -1.7854 -2.0115 1.8445 0.268
H 3.7585 -1.5560 -4.2231 0.400
H -4.9279 -0.2731 5.5121 0.371
H 2.7695 -0.1408 -5.9946 0.446
H -2.7089 -1.0727 4.8344 0.344
H 0.5425 -2.0733 3.0222 0.499
H 4.0004 -1.9723 -1.8650 0.213
H -0.0935 -0.7624 -1.7626 0.136
H 0.4480 -3.5092 1.0539 0.376
H -0.8924 -0.8618 3.5455 0.181
H -4.5972 2.9694 2.7557 0.373
H -1.8048 -3.2459 0.5824 0.384
H -5.8862 1.7559 4.4769 0.377
H -2.3695 2.1769 2.0820 0.460
H -1.4339 -0.2475 0.1950 0.030
```

## Properties
LUMO energy	0.0139	Eh
largest force on an atom	0.0164	Eh/bohr
HOMO	-7.873	eV
SMILES string	COc1ccc2[nH]c(=O)c(CN(C[C@H]3CCCO3)C(=O)Nc3ccccc3)cc2c1

=====

No. 2
One molecule with the formula C23H25N3O5S. Source: OMol25; level of theory: ωB97M-V with the def2-TZVPD basis set.

XYZ file:
```
57
Properties=species:S:1:pos:R:3:mulliken_charge:R:1
S 1.3083 2.6087 0.1207 1.387
O 2.2464 2.2913 1.1653 -0.672
O -0.2522 1.1875 -3.0993 -0.716
O -5.2629 0.6957 -0.4056 -0.605
O 1.3328 3.9330 -0.4126 -0.777
O -0.9719 -0.7571 -2.3054 -0.462
N 1.9147 -0.4999 0.7207 1.027
N 1.6210 1.5356 -1.1649 -0.166
N -3.8971 0.0910 1.3205 -0.119
C -0.4540 1.2535 1.7178 -0.356
C -5.0610 0.0503 0.5916 0.808
C 3.2654 -2.5082 0.1751 -0.739
C -0.3254 2.0874 0.6232 0.046
C -0.9584 -1.6923 -1.3303 0.406
C -0.0147 -1.6990 -0.2885 1.104
C -0.1584 -2.6803 0.7002 -0.186
C -1.3900 2.3202 -0.2276 -0.699
C 4.0062 -0.8267 1.8907 -1.449
C 0.9723 -0.6322 -0.2499 -0.585
C 4.1281 -1.8056 -0.8693 -0.343
C -2.0595 -3.6236 -0.4219 -0.632
C -1.1586 -3.6243 0.6368 -1.040
C 5.3462 -1.1691 -0.2078 -0.947
C -2.7326 0.8108 1.0737 0.848
C 4.9069 -0.1630 0.8509 -0.351
C -0.1508 0.3274 -2.2483 0.347
C -2.5998 1.6897 -0.0029 -0.719
C -6.0688 -0.9056 1.1920 -1.324
C -1.6588 0.6221 1.9484 -0.605
C 2.7987 -1.5231 1.2551 0.021
C -1.9627 -2.6570 -1.3972 -0.547
C 0.8243 0.3680 -1.1891 -0.358
H 2.4007 -2.9737 -0.3021 0.306
H 4.4456 -2.5284 -1.6236 0.434
H 4.5800 -1.5749 2.4421 0.489
H -1.2602 2.9803 -1.0707 0.396
H 3.5418 -1.0340 -1.3725 0.070
H -5.6593 -1.9133 1.2206 0.319
H 4.3802 0.6661 0.3744 0.188
H 5.7805 0.2555 1.3536 0.385
H -3.8556 -0.5057 2.1356 0.208
H 3.6537 -0.0761 2.6000 0.397
H 0.5142 -2.6876 1.5390 0.388
H -1.2415 -4.3679 1.4149 0.471
H 2.2814 -2.0791 2.0499 0.004
H 5.9535 -1.9495 0.2582 0.343
H -6.3221 -0.5989 2.2046 0.345
H -2.8373 -4.3697 -0.4757 0.428
H -3.4316 1.8484 -0.6683 0.530
H -1.7667 -0.0422 2.7939 0.347
H -2.6559 -2.6097 -2.2215 0.508
H 3.8470 -3.2974 0.6568 0.567
H -6.9681 -0.9022 0.5834 0.361
H 2.3660 0.4089 0.6901 -0.450
H 1.4834 2.0393 -2.0382 0.583
H 5.9602 -0.6714 -0.9601 0.424
H 0.3971 1.1002 2.3612 0.360
```

## Properties
LUMO energy	-0.0015	Eh
largest force on an atom	0.0164	Eh/bohr
HOMO	-8.290	eV
SMILES string	CC(=O)Nc1ccc(S(=O)(=O)Nc2c(NC3CCCCC3)c3ccccc3oc2=O)cc1

=====

No. 3
One molecule with the formula C23H25N3O5S2 at a distorted geometry. Source: OMol25; level of theory: ωB97M-V with the def2-TZVPD basis set.

XYZ file:
```
58
Properties=species:S:1:pos:R:3:mulliken_charge:R:1
S 4.1823 0.4540 1.2760 -0.155
S -2.0286 0.8284 -1.1206 1.332
O -1.7722 2.2308 -1.2319 -0.695
O 1.7789 -2.3761 -4.3098 -0.464
O -1.0175 -3.1163 -4.2268 -0.483
O -3.3578 0.3578 -1.3846 -0.734
O -1.9101 -2.9416 -0.6390 -0.639
N 0.6194 -1.1499 0.9058 -0.077
N -0.0100 -2.0237 0.1073 -0.128
N -1.6054 0.3194 0.4274 0.195
C -1.3681 -2.0778 0.0165 0.028
C 4.2174 1.4402 2.6778 -0.412
C -1.8447 2.1834 4.9961 -1.787
C -1.6984 1.2535 2.6791 -0.724
C -1.3974 -1.1702 -2.8502 -0.439
C -0.5645 -2.0041 -3.5865 1.065
C 1.8675 -0.9390 0.7532 -0.520
C -2.1041 -0.9888 0.7839 -0.667
C -0.1524 2.1279 1.0716 0.406
C 2.0982 0.5433 2.7820 -0.644
C -2.3447 -3.5345 -3.9733 -0.783
C 1.4629 -3.4115 -5.2180 -0.770
C -0.2373 3.0548 3.2755 -0.704
C 2.5542 -0.0424 1.6263 0.633
C -0.8944 -0.0901 -2.1524 -0.147
C 1.2840 -0.5730 -2.9570 -1.074
C 0.3038 3.0534 1.9986 0.044
C -1.1573 1.2266 1.3971 0.353
C 0.8117 -1.6887 -3.6500 0.319
C 3.0501 1.3860 3.3773 -0.699
C 1.3728 4.0280 1.6069 -1.872
C -1.2369 2.1576 3.6249 0.723
C 0.4475 0.2232 -2.1988 -0.549
H 2.4122 -3.6743 -5.6846 0.311
H 2.4509 -1.4232 -0.0381 0.411
H 0.7611 -3.0744 -5.9823 0.289
H -3.0706 -2.8405 -4.4058 0.324
H 1.1149 0.3589 3.1695 0.648
H 2.2318 3.5059 1.1883 0.356
H -2.5242 -3.6384 -2.9003 0.274
H -2.4554 -1.3534 -2.7774 0.636
H 5.1022 2.0024 2.9020 0.463
H -2.4361 -4.5034 -4.4617 0.278
H -2.0777 1.1774 5.3384 0.383
H 1.0514 -4.2850 -4.7097 0.253
H 2.3389 -0.3595 -3.0295 0.489
H -2.4999 0.5813 2.9473 0.604
H 0.2602 2.1254 0.0780 0.353
H 2.8776 1.9336 4.2858 0.435
H 0.5275 -2.6124 -0.5360 0.392
H -2.7731 2.7544 4.9795 0.353
H 1.7024 4.6134 2.4615 0.356
H 0.1170 3.7673 4.0068 0.366
H 0.8276 1.0775 -1.6652 0.512
H -1.1727 2.6526 5.7105 0.384
H -1.9379 -1.1605 1.8485 0.510
H -3.1695 -1.0728 0.5453 0.273
H 0.9928 4.7072 0.8452 0.415
```

## Properties
LUMO energy	0.0042	Eh
largest force on an atom	0.0229	Eh/bohr
HOMO	-8.245	eV
SMILES string	COc1ccc(S(=O)(=O)N(CC(=O)N/N=C/c2cccs2)c2cc(C)cc(C)c2)cc1OC